50
Properties=species:S:1:pos:R:3:forces:R:3 method="wB97M-V/def2-TZVPD" orbital_gap_ev=8.735 spin_multiplicity=1 e_homo_ev=-8.11 smiles=O[C@@H]1c2ccc(F)cc2C[C@H]1N1CCN(c2cc(Cl)cc3c2OCCO3)CC1 e_lumo_ev=0.6 relative_energy_kj_mol=84.1
Cl -1.1658 0.3436 -6.9137 -0.0766 0.5720 -0.6976
F 2.5829 0.9737 6.8972 0.7941 -0.5538 0.2769
O 0.0992 -1.4992 -1.4914 -1.2307 0.4870 -1.4771
O 0.1160 -1.3959 1.3665 -1.0942 0.8076 -1.4485
O 0.8599 -3.0370 -3.8005 0.1580 0.2590 0.3815
N -1.6222 0.9024 -1.9524 -0.2605 0.9810 2.5290
N -1.0522 1.3321 0.7605 -0.1674 -0.8062 0.4311
C -2.5074 1.1416 0.5098 1.7785 -0.9739 -1.1586
C 0.0914 -1.8926 -3.9188 0.7299 0.3439 1.3522
C -0.1659 2.1700 -0.1351 -2.9233 0.1940 -0.3088
C 2.2910 0.5841 5.6567 -1.7409 -0.2232 -3.3447
C -1.3185 0.4819 -4.2238 -0.5830 1.1051 -1.6077
C -0.7676 -0.1175 -5.3267 0.4652 -2.0191 1.1937
C 1.3350 1.4146 4.9825 0.9312 -2.1646 -1.8874
C 0.6651 -0.1425 1.8194 -2.3294 -0.3260 -2.4908
C -1.1630 0.0081 -2.9493 1.0324 -0.4446 0.6188
C 2.1591 -0.9620 3.6542 3.7174 -0.2361 4.5311
C 2.7974 -0.5707 4.9654 -1.9100 0.9230 -0.3573
C 0.9213 1.0760 3.6475 0.9034 3.7724 5.7456
C -0.0594 -1.3079 -5.1503 -0.8817 -0.4025 -2.3780
C -0.5242 0.9035 2.0616 -0.7026 -0.8132 -3.2585
C -0.7580 2.1332 -1.6294 -0.8748 -1.5065 0.9746
C 1.4505 -3.2421 -2.4921 -1.9062 0.7516 -0.1309
C 0.4809 -2.8534 -1.4037 1.8884 0.6879 0.1152
C -2.5632 0.4124 -0.8462 1.3318 -0.9831 -0.7896
C -0.3918 -1.1940 -2.7956 0.3318 1.0312 1.4159
C -0.0087 2.0050 2.8547 0.8831 -0.9664 2.0564
C 1.3094 -0.1028 3.1017 -0.8606 -0.0315 -0.8550
H -0.4378 -1.1926 0.5046 1.7847 -0.2697 2.3457
H -1.3081 3.0315 -1.8686 -0.5470 0.2557 0.3785
H 2.3546 -2.6637 -2.3160 0.3690 -0.3049 -0.5983
H 1.1179 -2.9555 -0.5039 -1.1022 -0.0864 0.0817
H -1.9008 1.3641 -4.4616 -0.1357 0.0915 0.6475
H -3.0418 2.0833 0.5799 -0.4587 0.0579 -0.0686
H -0.7911 2.5859 3.3985 0.7503 -0.6105 -0.0702
H 3.5706 -1.1196 5.5038 -0.2881 -0.3125 -0.4991
H 0.0357 2.1576 -2.3421 0.7610 -0.3126 -0.3868
H 0.1260 -1.8448 -6.1037 0.5293 0.1304 1.0061
H 0.9095 2.2793 5.4181 -0.0945 0.7356 0.6745
H 0.5498 2.6692 2.2585 0.8883 0.9838 -0.6304
H 0.8738 1.9162 -0.1588 0.4447 -1.1480 0.2277
H 1.4677 -4.2981 -2.3020 1.0805 -0.6657 -0.5831
H 2.4914 -1.8892 3.1989 -0.1767 0.1782 -0.0483
H -1.2678 0.4342 2.7505 0.1826 -0.3020 -1.2616
H -2.2090 -0.6155 -0.5608 -0.3201 0.6448 -0.4664
H -0.3657 -3.4878 -1.4814 -0.9597 -0.6734 0.4690
H -0.1089 3.2216 0.2279 -0.4697 -0.2320 -0.3489
H -2.9570 0.3105 1.1499 0.7587 1.6771 -0.0822
H -3.5966 0.2843 -1.1847 0.1013 0.3026 -0.3688
H 1.3968 0.1647 1.0443 -0.5011 0.3950 0.1505

=====

62
Properties=species:S:1:pos:R:3:forces:R:3 method="wB97M-V/def2-TZVPD" orbital_gap_ev=9.639 spin_multiplicity=1 e_homo_ev=-10.14 smiles="N#CC[C@](S)(C#N)c1ccncc1.CCOC(=O)C(F)(F)F.CCOC(=O)C(F)(F)F.CCOC(=O)C(F)(F)F" e_lumo_ev=-0.5
S -1.1350 -1.7205 -2.7928 -0.1905 -0.3284 0.0646
F -2.9945 -0.9820 1.3085 0.5692 0.4347 -0.0786
F -2.0771 0.5716 0.1260 0.2580 -0.0591 0.2716
F 5.9631 2.3080 3.2011 -0.0451 0.1411 -0.4507
F -7.0082 -4.2812 7.2860 0.2768 0.3829 -0.3752
F -3.3299 1.0876 1.8051 0.4618 -0.1259 0.2144
F 7.9330 1.8303 2.4609 -0.3436 0.2465 -0.4276
F 6.2959 0.4766 2.1024 -0.0585 0.3638 -0.2917
F -8.3406 -3.7501 5.6744 0.4130 0.2566 -0.1086
F -6.8603 -5.2988 5.3927 0.2108 0.4303 -0.0494
O -0.4458 1.3160 2.1220 -0.8541 -0.2873 -0.2322
O -0.9198 -0.6469 3.1082 -0.5580 -0.0755 -0.3922
O 5.0779 2.1921 0.4332 0.4046 -0.0723 0.7255
O -5.5135 -2.2513 6.1727 -0.4060 -0.4215 0.2449
O -5.9566 -3.1011 4.1390 -0.5506 -0.2574 0.5340
O 7.0325 3.2957 0.3073 0.1894 -0.2933 0.5535
N 2.2240 -0.0934 -2.3962 0.3009 -0.0924 0.1881
N 0.9688 3.0621 -3.4196 0.3259 0.2081 -0.2601
N 0.4940 -0.5005 -8.0587 0.0289 -0.2458 2.2836
C 6.6307 1.7795 2.1549 0.4815 -0.8527 1.2533
C 0.2012 2.2138 -3.4461 -2.3935 -1.5341 0.8230
C 5.1901 2.1769 -1.9980 0.3489 -0.2324 0.0480
C -0.6681 -0.0755 -7.4949 -1.3118 0.4861 0.7890
C -1.1725 0.2099 2.3105 1.3520 0.5442 0.6957
C 1.8753 0.6451 2.4173 -0.1375 -0.2650 -0.2264
C 1.2096 -0.8758 -5.7338 -0.5613 0.1686 0.4954
C -2.3925 0.2170 1.3876 -1.2863 0.0264 -0.9566
C -5.0807 -2.1291 3.5421 0.5923 0.3364 -0.3447
C -7.0703 -4.0968 5.9611 -0.9454 -1.1894 0.5745
C 4.6257 2.8500 -0.7644 -0.2892 0.2163 -0.7478
C -1.0578 0.0394 -6.0891 3.0131 -1.1879 0.4753
C -0.2310 -0.2989 -3.5360 1.1241 1.7213 -0.1857
C 1.1916 -0.2291 -2.8713 -2.4969 -0.3800 -0.9742
C 0.7175 1.4594 2.9588 0.8065 0.0708 0.3500
C -3.6331 -2.5590 3.6619 -0.0585 -0.3474 0.4827
C 6.3063 2.5163 0.8547 -0.7530 0.5141 -1.1683
C -6.0784 -3.0410 5.4713 0.7764 0.8489 -0.8815
C -0.0250 -0.3820 -5.0843 0.1568 -0.3411 -4.0527
C 1.4469 -0.9274 -7.1776 -1.7095 0.8201 1.6885
C -0.9065 1.1272 -3.2236 1.4540 0.6989 -0.2054
H -1.2530 1.1908 -2.1608 0.4674 -0.0461 -0.9218
H 3.5378 2.7723 -0.7699 0.0949 -0.1666 0.2579
H -3.4937 -3.5575 3.2407 -0.0450 0.0896 -0.1100
H 2.7764 0.8181 3.0073 -0.0593 0.0490 -0.0227
H 1.6499 -0.4226 2.4369 0.0208 0.0588 0.1200
H -2.0604 0.4187 -5.7731 1.0377 -0.4360 -0.6250
H -5.2453 -1.1422 3.9799 -0.0667 -0.1769 0.1817
H 0.4844 1.1923 3.9914 -0.1813 -0.1338 -0.1665
H 6.2781 2.2607 -2.0325 -0.0650 0.1454 0.0058
H 4.7812 2.6287 -2.9028 -0.0578 -0.0093 0.0866
H 2.0769 0.9095 1.3768 0.0633 0.1096 0.0951
H -5.3591 -2.0648 2.4894 -0.2265 -0.2232 0.1333
H -3.3208 -2.6081 4.7067 -0.0593 0.0951 -0.0370
H -1.4626 0.2424 -8.2291 1.0197 -0.3597 0.7721
H 4.8730 3.9131 -0.7366 0.1811 -0.1310 0.1583
H -2.3922 -1.2762 -2.4529 0.9207 0.4486 -0.4768
H 2.0340 -1.2417 -5.0615 -0.8886 0.4723 -0.7958
H 4.9522 1.1113 -1.9952 -0.1784 0.1025 -0.0292
H -2.9834 -1.8661 3.1450 -0.0194 -0.1516 0.2155
H -1.7628 1.3555 -3.9050 0.8113 -0.3897 0.6001
H 0.9771 2.5184 2.9509 -0.2990 -0.0237 -0.2026
H 2.4256 -1.2868 -7.5785 -1.0661 0.3496 0.4147

=====

53
Properties=species:S:1:pos:R:3:forces:R:3 method="wB97M-V/def2-TZVPD" orbital_gap_ev="7.062 / 5.131" spin_multiplicity=2 total_charge=+4 e_homo_ev="-19.63 / -19.62" e_lumo_ev="-12.6 / -14.5" relative_energy_kj_mol=0.0
Ta 0.2098 1.2788 -1.0207 0.2486 -0.0888 -0.0437
Sb 3.8044 -0.0076 -0.3572 0.5007 -0.0156 0.0909
Ge 0.6822 -2.3316 0.3976 0.0184 0.1453 0.0952
S 4.4918 1.8380 0.5020 -0.0775 -0.1032 -0.0201
S -1.7760 0.2773 -1.9300 -0.3482 -0.0070 0.0463
S 0.8208 -0.0188 0.8162 -0.3529 0.0998 0.0629
S 1.7148 0.7844 -2.4655 -0.0492 0.1253 -0.0915
N -3.9913 1.9898 -1.9572 0.0105 -0.0038 0.0121
N -3.0555 1.6956 -3.8776 0.0640 0.0669 0.0400
N 0.4678 3.3441 -0.6828 -0.0606 -0.0138 0.0459
C 5.2512 -3.3852 0.2841 0.0169 0.0128 -0.0748
C 4.4387 -3.6670 -0.8089 0.0988 0.0202 0.0036
C -1.4654 -4.5986 4.0010 0.0306 -0.1080 -0.1520
C 2.5358 -2.8072 0.3982 0.0068 -0.2744 -0.1924
C 4.7115 -2.8180 1.4380 0.1007 0.0757 0.0188
C -0.6907 -4.5087 1.7648 0.0920 0.1356 -0.2134
C -0.6804 3.9396 -0.2598 -0.0114 -0.0447 0.0799
C -0.4890 -2.4995 3.1420 0.1656 0.1418 -0.5180
C 1.5597 5.4600 -0.6241 0.0126 0.0354 0.0033
C -4.7513 2.6541 -2.8964 -0.0092 0.0010 -0.0117
C 0.3798 6.0634 -0.2003 -0.0136 -0.0142 0.0014
C 3.0811 -3.3762 -0.7565 -0.1092 0.0148 0.0533
C 3.3534 -2.5379 1.5024 -0.0806 0.1578 0.0354
C -4.3364 1.9159 -0.5337 -0.0009 -0.0472 -0.0442
C -4.1633 2.4689 -4.1044 -0.0163 -0.0133 -0.0052
C 1.5776 4.1064 -0.8625 0.0167 -0.0965 -0.0811
C -1.0823 -3.2159 4.1773 -0.1719 -0.3173 0.2307
C -0.7642 5.2867 -0.0159 0.0362 -0.0135 -0.0091
C -1.2865 -5.2247 2.7799 -0.1272 -0.0238 0.4981
C -2.9498 1.4156 -2.5705 0.1051 -0.0070 -0.1383
C -0.2917 -3.1172 1.9257 0.0713 0.0909 0.1742
H -0.1989 -1.4693 3.3029 -0.0273 0.0037 0.0394
H -1.5764 -6.2582 2.6470 0.0188 -0.0033 -0.0544
H -1.8774 -5.1380 4.8460 -0.0385 0.0279 -0.0098
H -4.0157 2.8231 -0.0251 -0.0151 0.0013 0.0133
H -1.6938 5.7223 0.3224 0.0046 0.0114 0.0006
H -0.4983 -5.0036 0.8178 -0.0308 -0.0195 0.0037
H -5.4156 1.8223 -0.4470 0.0010 -0.0048 0.0128
H 4.8651 -4.1151 -1.6968 -0.0156 -0.0136 -0.0056
H 2.4586 -3.5928 -1.6179 0.0110 -0.0145 0.0055
H -4.4429 2.8047 -5.0891 -0.0128 0.0113 0.0084
H 6.3063 -3.6238 0.2472 0.0090 0.0194 -0.0106
H -5.6487 3.1856 -2.6261 -0.0038 0.0014 -0.0117
H 2.9442 -2.1052 2.4104 0.0037 -0.0371 0.0135
H -1.2731 -2.7540 5.1390 0.0402 0.0429 -0.0075
H 2.4643 3.5914 -1.2068 -0.0156 0.0297 0.0028
H 5.3506 -2.6118 2.2869 -0.0127 -0.0234 0.0269
H -1.5401 3.2874 -0.1032 0.0005 0.0176 0.0069
H -3.8670 1.0384 -0.0982 0.0062 0.0132 0.0157
H -2.4227 1.3557 -4.5904 -0.0245 -0.0156 -0.0076
H 2.4608 6.0383 -0.7774 -0.0022 0.0028 0.0047
H 0.3490 7.1297 -0.0122 0.0029 -0.0002 -0.0006
H -0.0348 -2.5316 -0.9348 -0.0660 0.0180 0.0571

=====

47
Properties=species:S:1:pos:R:3:forces:R:3 method="wB97M-V/def2-TZVPD" orbital_gap_ev="6.499 / 6.269" spin_multiplicity=4 total_charge=+3 e_homo_ev="-18.05 / -18.19" e_lumo_ev="-11.6 / -11.9" relative_energy_kj_mol=0.0
Sb -1.4644 2.3160 -0.7231 -0.2960 0.2098 0.0364
Mn -0.5589 0.1730 0.5076 0.6447 -0.7546 0.4674
N -1.4106 -1.5259 0.0707 -0.0944 0.0593 -0.0300
N -0.6175 -0.6287 2.3717 -0.2894 0.1730 -0.1142
C 3.4387 0.3513 -1.5095 0.0686 -0.0174 0.1124
C 5.9184 0.3940 -2.7357 0.0073 0.0000 -0.0125
C -1.0056 -1.8523 4.8081 0.0014 0.0142 0.0228
C 1.0964 0.2564 -0.3329 -0.0476 0.3250 -0.4453
C -1.7066 -2.3317 1.1221 -0.0758 -0.0979 -0.0851
C 4.6283 0.1963 -0.7278 0.1182 0.0009 0.0300
C -2.7217 -3.9032 -0.3693 -0.0059 -0.0035 -0.0297
C 2.2062 0.3266 -0.8910 -0.2254 -0.0400 0.0566
C -3.4105 1.6143 -0.2222 -0.1755 0.0936 -0.0767
C 3.5321 0.5264 -2.9255 0.0233 0.0091 -0.1220
C -0.3447 -0.6366 4.7379 0.0293 0.0269 -0.0817
C -2.4091 -3.0729 -1.4369 0.0185 0.0158 0.0292
C -0.1707 -0.0532 3.4963 0.0888 0.0027 0.0899
C 4.7597 0.5443 -3.5209 -0.1133 0.0158 -0.0860
C -2.3625 -3.5331 0.9200 0.0741 0.1541 0.0354
C -1.2675 4.0270 0.5002 0.1019 0.0462 0.0742
C -1.2640 -1.8184 2.4340 -0.0017 -0.0021 0.1587
C 5.8473 0.2214 -1.3435 -0.0204 -0.0195 0.1553
C -1.3616 2.9028 -2.7481 0.0606 -0.0882 -0.0458
C -1.4717 -2.4530 3.6434 0.0265 0.0412 -0.1433
C -1.7458 -1.8926 -1.1770 0.0417 0.0127 -0.0707
H 6.7603 0.1070 -0.7759 -0.0241 -0.0053 0.0428
H 0.3515 0.8912 3.3888 -0.0319 -0.0116 0.0106
H 4.8585 0.6734 -4.5898 -0.0458 0.0021 -0.0018
H -3.2381 -4.8389 -0.5371 -0.0042 -0.0136 -0.0075
H 2.6237 0.6386 -3.5002 0.0124 -0.0003 -0.0405
H -1.5835 2.0656 -3.4050 -0.0029 -0.0276 0.0413
H -0.2800 4.4746 0.4196 0.0272 -0.0769 -0.0332
H -1.4543 -1.2191 -1.9745 -0.0108 -0.0213 0.0192
H -0.3698 3.2960 -2.9585 0.0079 -0.0037 0.0368
H -3.7988 0.9037 -0.9491 0.0870 0.0011 -0.0342
H -2.1049 3.6877 -2.8872 -0.0151 -0.0033 0.0595
H -3.3802 1.1510 0.7656 -0.0074 -0.0165 0.0165
H -1.4612 3.7249 1.5279 0.0024 0.0604 0.0124
H 6.8878 0.4108 -3.2178 0.0133 0.0002 -0.0063
H -2.6629 -3.3367 -2.4533 -0.0072 -0.0039 -0.0068
H -1.1620 -2.3362 5.7628 0.0032 -0.0041 0.0167
H -1.9894 -3.3990 3.6961 -0.0051 -0.0214 -0.0224
H -2.0184 4.7517 0.1856 -0.0441 -0.0576 -0.0495
H -2.5958 -4.1792 1.7532 0.0071 -0.0012 0.0164
H -4.0844 2.4703 -0.1635 0.0333 0.0196 -0.0266
H 4.5354 0.0607 0.3405 0.0412 -0.0031 0.0181
H 0.0329 -0.1460 5.6230 0.0039 0.0112 0.0132

=====

49
Properties=species:S:1:pos:R:3:forces:R:3 method="wB97M-V/def2-TZVPD" orbital_gap_ev=8.226 spin_multiplicity=1 e_homo_ev=-8.51 smiles="CC(C)(C)c1ccc(OCCn2nc(C(=O)O)c3ccccc3c2=O)cc1" e_lumo_ev=-0.3 relative_energy_kj_mol=128.9
O -0.2430 1.3857 1.3552 0.1007 0.3319 0.1238
O -2.1065 2.3908 0.7072 0.0195 -0.0447 -0.0129
O -2.8886 -3.8898 0.1538 -0.0492 -0.1421 -0.0926
O 0.3367 -2.4770 -1.2182 0.1484 0.3626 -0.1550
N -1.4970 -2.2190 0.7637 -0.3437 -0.3114 0.0352
N -1.1885 -0.9483 0.9236 -0.2233 1.0589 0.0883
C -1.4906 1.3748 0.8861 0.2262 -0.0570 0.1148
C 4.7134 2.0765 -0.2010 -0.1895 0.0512 0.0202
C 1.0857 -1.3812 -0.8722 0.0713 0.2156 -0.1743
C -5.8353 -1.0350 -0.8970 0.0445 -0.1013 0.0147
C -4.2819 0.6892 -0.2444 -0.0409 0.1248 -0.0126
C 2.0762 -1.3565 0.1004 -0.1405 -0.3456 -0.1160
C 0.8148 -0.2127 -1.5780 -0.0114 -0.3320 0.0013
C -2.7058 -2.6943 0.2686 0.0579 0.1233 0.0996
C -0.4211 -3.1554 1.0130 0.3295 -0.2745 -0.2360
C 2.9769 2.5796 1.5478 0.0089 0.0167 -0.1745
C -3.6683 -1.6452 -0.0630 -0.1218 0.4535 -0.0554
C 1.4958 0.9552 -1.2993 0.0805 -0.0971 0.0317
C 0.2353 -3.5577 -0.3247 -0.1489 -0.3156 0.3381
C 2.4692 1.0061 -0.3066 0.0416 -0.0097 -0.0364
C 2.7390 3.4872 -0.7470 0.0555 -0.2240 0.1179
C -5.5116 0.3111 -0.7356 0.0697 -0.0058 0.0266
C -4.9190 -2.0073 -0.5653 0.0513 -0.0456 0.0321
C 2.7486 -0.1769 0.3688 -0.0280 0.1360 -0.0581
C -3.3374 -0.2843 0.1031 -0.2390 -0.4508 -0.1258
C 3.2143 2.2779 0.0613 0.1327 0.1594 0.0628
C -2.0261 -0.0011 0.6268 0.2880 -0.6356 0.1299
H -0.8327 -4.0455 1.4919 0.1017 0.0801 -0.0162
H 1.2437 1.8343 -1.8677 -0.0254 0.1497 -0.0412
H -0.4098 -4.2727 -0.8406 0.1451 0.0502 0.1220
H 1.6815 3.6727 -0.5768 -0.1488 0.0641 -0.0359
H 0.2888 -2.6571 1.6737 -0.1706 -0.0563 -0.0380
H -5.1363 -3.0582 -0.6809 -0.0268 -0.0733 -0.0151
H 5.1146 1.2625 0.3968 0.0754 -0.0986 0.0644
H 3.4663 3.5117 1.8214 0.0828 0.1154 0.0620
H 0.1112 0.4782 1.3850 -0.1293 -0.0164 -0.0801
H 2.3466 -2.2487 0.6449 -0.0171 -0.0937 0.0534
H 3.3726 1.7915 2.1826 0.0492 -0.0979 0.1052
H -6.2347 1.0684 -0.9997 -0.0420 0.0751 -0.0155
H -6.8043 -1.3132 -1.2830 -0.0711 -0.0353 -0.0312
H 3.5120 -0.1959 1.1318 0.0900 0.0297 0.0939
H 1.2080 -4.0273 -0.1333 -0.0785 0.0225 -0.0196
H 5.2616 2.9830 0.0465 0.0935 0.1080 0.0415
H 3.2908 4.3713 -0.4342 0.0518 0.0763 0.0283
H -4.0309 1.7294 -0.1197 -0.0010 0.0338 0.0052
H 4.8845 1.8452 -1.2503 0.0570 -0.0263 -0.1085
H 2.9135 3.3434 -1.8109 -0.0239 0.0219 -0.1477
H 0.0567 -0.2411 -2.3456 -0.1168 -0.0040 -0.0842
H 1.9113 2.6758 1.7407 -0.0856 0.0340 0.0700

=====

DFT total energy (computed, eV): -46492.0474; -74179.9337; -134511.9637; -62940.9997; -33305.0829